Computed, not measured: a 10-piece molecular cluster, C60H50N10O20 overall in a non-equilibrium geometry, with the ωB97M-V functional and the def2-TZVPD basis.

Bonds (Å) are listed after each position.
Positions of all 140 atoms, in Å:
1 O 22.13 15.18 8.25  N2 1.230
2 N 20.98 14.74 8.22  O1 1.230, O3 1.215, C4 1.471
3 O 20.62 13.81 7.53  N2 1.215
4 C 20.00 15.42 9.09  N2 1.471, C5 1.396, C9 1.364
5 C 20.23 16.72 9.54  C4 1.396, C6 1.396, H10 1.068
6 C 19.23 17.32 10.31  C5 1.396, C7 1.409, H11 1.074
7 C 18.09 16.57 10.68  C6 1.409, C8 1.382, H12 1.102
8 C 17.87 15.33 10.11  C7 1.382, C9 1.372, H13 1.075
9 C 18.81 14.79 9.27  C4 1.364, C8 1.372, H14 1.067
10 H 21.13 17.23 9.30  C5 1.068
11 H 19.42 18.33 10.63  C6 1.074
12 H 17.33 17.11 11.26  C7 1.102
13 H 16.93 14.85 10.32  C8 1.075
14 H 18.72 13.77 8.96  C9 1.067
15 O 14.79 14.84 13.99  N16 1.239
16 N 14.73 16.05 13.75  O15 1.239, O17 1.217, C18 1.454
17 O 14.75 16.94 14.59  N16 1.217
18 C 14.55 16.43 12.36  N16 1.454, C19 1.361, C23 1.386
19 C 14.36 17.72 11.97  C18 1.361, C20 1.381, H24 1.078
20 C 14.14 18.02 10.64  C19 1.381, C21 1.378, H25 1.086
21 C 14.08 17.03 9.68  C20 1.378, C22 1.409, H26 1.085
22 C 14.32 15.70 10.06  C21 1.409, C23 1.396, H27 1.079
23 C 14.56 15.42 11.41  C18 1.386, C22 1.396, H28 1.084
24 H 14.49 18.56 12.63  C19 1.078
25 H 13.94 19.02 10.25  C20 1.086
26 H 13.94 17.25 8.62  C21 1.085
27 H 14.30 14.89 9.35  C22 1.079
28 H 14.67 14.40 11.74  C23 1.084
29 O 30.62 16.66 12.95  N30 1.207
30 N 29.83 16.39 13.82  O29 1.207, O31 1.212, C32 1.489
31 O 29.96 16.71 14.98  N30 1.212
32 C 28.62 15.59 13.47  N30 1.489, C33 1.370, C37 1.374
33 C 28.33 15.43 12.15  C32 1.370, C34 1.374, H38 1.075
34 C 27.25 14.65 11.79  C33 1.374, C35 1.374, H39 1.093
35 C 26.56 13.98 12.77  C34 1.374, C36 1.394, H40 1.088
36 C 26.82 14.19 14.13  C35 1.394, C37 1.384, H41 1.082
37 C 27.88 15.01 14.47  C32 1.374, C36 1.384, H42 1.079
38 H 28.90 15.91 11.38  C33 1.075
39 H 27.12 14.37 10.75  C34 1.093
40 H 25.73 13.34 12.46  C35 1.088
41 H 26.27 13.59 14.84  C36 1.082
42 H 28.09 15.12 15.53  C37 1.079
43 O 24.63 12.80 19.90  N44 1.193
44 N 23.88 13.68 20.19  O43 1.193, O45 1.232, C46 1.469
45 O 23.34 13.80 21.29  N44 1.232
46 C 23.57 14.67 19.15  N44 1.469, C47 1.378, C51 1.384
47 C 22.88 15.80 19.54  C46 1.378, C48 1.400, H52 1.085
48 C 22.59 16.79 18.60  C47 1.400, C49 1.403, H53 1.085
49 C 22.97 16.62 17.26  C48 1.403, C50 1.398, H54 1.087
50 C 23.76 15.51 16.92  C49 1.398, C51 1.371, H55 1.091
51 C 24.00 14.52 17.84  C46 1.384, C50 1.371, H56 1.074
52 H 22.57 15.90 20.58  C47 1.085
53 H 21.96 17.63 18.88  C48 1.085
54 H 22.78 17.44 16.57  C49 1.087
55 H 24.11 15.39 15.90  C50 1.091
56 H 24.48 13.61 17.54  C51 1.074
57 O 23.41 17.89 13.48  N58 1.212
58 N 23.24 17.22 12.49  O57 1.212, O59 1.227, C60 1.470
59 O 22.25 16.54 12.22  N58 1.227
60 C 24.23 17.26 11.40  N58 1.470, C61 1.386, C65 1.393
61 C 25.09 18.34 11.28  C60 1.386, C62 1.379, H66 1.085
62 C 25.91 18.41 10.18  C61 1.379, C63 1.367, H67 1.081
63 C 25.90 17.45 9.22  C62 1.367, C64 1.393, H68 1.086
64 C 25.07 16.34 9.35  C63 1.393, C65 1.388, H69 1.083
65 C 24.23 16.24 10.45  C60 1.393, C64 1.388, H70 1.085
66 H 25.16 19.11 12.04  C61 1.085
67 H 26.49 19.31 9.99  C62 1.081
68 H 26.53 17.46 8.33  C63 1.086
69 H 25.00 15.56 8.60  C64 1.083
70 H 23.58 15.38 10.58  C65 1.085
71 O 25.22 7.08 19.77  N72 1.225
72 N 24.20 7.36 20.38  O71 1.225, O73 1.218, C74 1.468
73 O 23.77 6.73 21.34  N72 1.218
74 C 23.44 8.52 19.89  N72 1.468, C75 1.403, C79 1.379
75 C 23.83 9.26 18.77  C74 1.403, C76 1.368, H80 1.074
76 C 23.02 10.31 18.41  C75 1.368, C77 1.378, H81 1.076
77 C 21.91 10.66 19.15  C76 1.378, C78 1.361, H82 1.075
78 C 21.57 9.95 20.26  C77 1.361, C79 1.400, H83 1.084
79 C 22.36 8.87 20.67  C74 1.379, C78 1.400, H84 1.085
80 H 24.76 9.05 18.27  C75 1.074
81 H 23.30 11.01 17.64  C76 1.076
82 H 21.39 11.57 18.96  C77 1.075
83 H 20.80 10.38 20.90  C78 1.084
84 H 22.18 8.35 21.60  C79 1.085
85 O 15.68 19.82 16.47  N86 1.208
86 N 16.15 18.76 16.81  O85 1.208, O87 1.199, C88 1.478
87 O 15.95 18.19 17.85  N86 1.199
88 C 17.17 18.19 15.91  N86 1.478, C89 1.381, C93 1.377
89 C 17.49 18.73 14.68  C88 1.381, C90 1.409, H94 1.095
90 C 18.55 18.20 13.92  C89 1.409, C91 1.399, H95 1.089
91 C 19.30 17.12 14.39  C90 1.399, C92 1.424, H96 1.096
92 C 18.93 16.53 15.63  C91 1.424, C93 1.400, H97 1.091
93 C 17.90 17.11 16.38  C88 1.377, C92 1.400, H98 1.080
94 H 16.90 19.61 14.38  C89 1.095
95 H 18.72 18.61 12.92  C90 1.089
96 H 20.17 16.74 13.85  C91 1.096
97 H 19.48 15.71 16.08  C92 1.091
98 H 17.67 16.76 17.37  C93 1.080
99 O 15.95 11.13 14.70  N100 1.226
100 N 15.30 11.32 13.68  O99 1.226, O101 1.227, C102 1.444
101 O 15.78 11.27 12.55  N100 1.227
102 C 13.90 11.64 13.81  N100 1.444, C103 1.397, C107 1.379
103 C 13.06 11.68 12.69  C102 1.397, C104 1.388, H108 1.091
104 C 11.72 11.98 12.87  C103 1.388, C105 1.390, H109 1.091
105 C 11.26 12.40 14.12  C104 1.390, C106 1.397, H110 1.082
106 C 12.08 12.37 15.24  C105 1.397, C107 1.409, H111 1.083
107 C 13.43 11.99 15.06  C102 1.379, C106 1.409, H112 1.085
108 H 13.45 11.40 11.71  C103 1.091
109 H 11.08 12.02 11.99  C104 1.091
110 H 10.22 12.70 14.18  C105 1.082
111 H 11.71 12.67 16.21  C106 1.083
112 H 14.17 11.96 15.84  C107 1.085
113 O 19.03 12.37 19.21  N114 1.222
114 N 19.44 13.52 19.20  O113 1.222, O115 1.227, C116 1.468
115 O 20.41 13.89 18.55  N114 1.227
116 C 18.68 14.53 19.94  N114 1.468, C117 1.405, C121 1.413
117 C 17.74 14.06 20.86  C116 1.405, C118 1.432, H122 1.093
118 C 17.05 15.02 21.67  C117 1.432, C119 1.408, H123 1.086
119 C 17.35 16.39 21.55  C118 1.408, C120 1.404, H124 1.090
120 C 18.30 16.81 20.59  C119 1.404, C121 1.388, H125 1.091
121 C 18.99 15.91 19.80  C116 1.413, C120 1.388, H126 1.090
122 H 17.56 12.98 20.91  C117 1.093
123 H 16.38 14.71 22.47  C118 1.086
124 H 16.90 17.14 22.19  C119 1.090
125 H 18.66 17.83 20.68  C120 1.091
126 H 19.63 16.16 18.95  C121 1.090
127 O 23.00 12.58 15.58  N128 1.200
128 N 22.48 13.23 14.71  O127 1.200, O129 1.218, C130 1.474
129 O 23.10 13.82 13.85  N128 1.218
130 C 21.00 13.24 14.69  N128 1.474, C131 1.351, C135 1.381
131 C 20.27 12.69 15.68  C130 1.351, C132 1.366, H136 1.073
132 C 18.90 12.66 15.58  C131 1.366, C133 1.380, H137 1.088
133 C 18.26 13.24 14.50  C132 1.380, C134 1.411, H138 1.081
134 C 19.03 13.87 13.50  C133 1.411, C135 1.393, H139 1.080
135 C 20.42 13.83 13.59  C130 1.381, C134 1.393, H140 1.080
136 H 20.76 12.22 16.51  C131 1.073
137 H 18.32 12.32 16.43  C132 1.088
138 H 17.19 13.36 14.43  C133 1.081
139 H 18.52 14.38 12.69  C134 1.080
140 H 20.99 14.36 12.84  C135 1.080

The calculation puts the LUMO energy at -1.2 eV. The calculation puts the energy above the lowest of the compared OMol25 structures with the same formula, charge and spin at 1.119 eV. The value obtained for the HOMO-LUMO gap is 0.306 Ha.